Entry 1:
65
Properties=species:S:1:pos:R:3:forces:R:3:nbo_charge:R:1 method="wB97M-V/def2-TZVPD" spin_multiplicity=6 de_lowest_kj_mol=77.2 total_charge=+3 homo_ev="-17.7 / -17.7" homo_lumo_gap_ev="9.48 / 6.12"
Fe 0.0232 0.1257 0.0706 -0.1 -0.5 -0.2 1.8552
C 1.6438 -4.8557 -1.7804 -0.1 -0.4 -0.1 -0.4207
N 1.8021 -3.5253 -1.2003 -0.2 0.3 0.1 -0.2770
C 2.9881 -2.9394 -0.8694 0.1 0.3 0.1 -0.0187
C 2.6855 -1.7144 -0.3496 0.2 0.0 0.0 -0.0628
N 1.3279 -1.5527 -0.3622 -0.5 0.9 0.2 -0.6390
C 0.8089 -2.6690 -0.8842 -0.1 -0.3 -0.1 0.0809
P -0.9632 -3.0691 -1.0997 0.1 0.4 0.1 0.8344
C -1.5194 -2.4682 0.5364 -0.1 -0.2 -0.1 0.0804
N -1.3262 -1.2528 1.0594 0.7 0.8 -0.3 -0.6404
C -1.9845 -1.2260 2.2575 -0.1 0.0 0.2 -0.0630
C -2.5789 -2.4377 2.4598 0.1 0.3 0.1 -0.0185
N -2.2778 -3.2055 1.3738 0.2 0.3 -0.1 -0.2767
C -2.7100 -4.5843 1.1627 -0.1 -0.4 -0.1 -0.4205
C -1.4016 -1.5604 -2.0394 -0.1 -0.2 -0.1 0.0811
N -1.0127 -0.3067 -1.7839 0.5 0.4 0.9 -0.6382
C -1.5200 0.4785 -2.7814 -0.1 0.2 -0.1 -0.0630
C -2.2227 -0.3087 -3.6467 0.1 0.3 0.1 -0.0189
N -2.1401 -1.5833 -3.1680 0.2 0.1 0.3 -0.2771
C -2.7455 -2.7605 -3.7833 -0.1 -0.4 -0.2 -0.4209
H 2.6243 -5.2749 -1.9855 0.0 0.1 0.0 0.2594
H 1.1206 -5.5157 -1.0907 0.1 0.0 0.1 0.2371
H 1.0857 -4.8076 -2.7131 0.1 0.1 0.0 0.2349
H 3.9439 -3.4130 -1.0166 0.0 -0.1 0.0 0.2695
H 3.3516 -0.9637 0.0390 0.0 -0.1 0.0 0.2348
H -2.0053 -0.3524 2.8860 0.0 0.0 0.0 0.2371
H -3.1778 -2.7865 3.2839 0.0 -0.1 0.0 0.2696
H -3.2315 -4.9327 2.0491 0.0 0.1 0.0 0.2592
H -3.3858 -4.6497 0.3119 0.0 0.1 0.0 0.2374
H -1.8548 -5.2329 0.9857 0.0 0.1 0.1 0.2347
H -1.3444 1.5396 -2.8250 0.0 0.0 0.0 0.2363
H -2.7590 -0.0490 -4.5436 0.0 -0.1 0.0 0.2694
H -3.3438 -2.4497 -4.6345 0.0 0.1 0.0 0.2592
H -1.9799 -3.4521 -4.1306 0.0 0.1 0.0 0.2373
H -3.3917 -3.2768 -3.0765 0.0 0.1 0.0 0.2349
C 1.8451 2.7725 -1.8314 0.1 0.1 -0.1 -0.6751
C 1.2456 2.5049 -0.4859 0.0 -0.3 0.0 -0.0024
C 2.0653 1.9560 0.5354 -0.2 -0.2 -0.2 0.0188
C 3.5467 1.9008 0.3221 0.1 -0.2 -0.1 -0.6720
C 1.4980 1.6217 1.7846 -0.1 -0.3 0.0 0.0044
C 2.3249 0.9700 2.8500 0.1 0.0 0.1 -0.6762
C 0.1597 1.9972 2.0821 -0.1 -0.3 -0.3 -0.0346
C -0.2941 1.9351 3.5081 -0.1 -0.2 0.1 -0.6709
C -0.6498 2.5650 1.0704 -0.1 -0.4 0.0 0.0898
C -2.0740 2.9359 1.3467 -0.1 0.1 0.0 -0.6916
C -0.0866 2.8795 -0.1961 0.0 -0.3 0.0 -0.0181
C -0.8621 3.7607 -1.1254 -0.2 -0.1 -0.2 -0.6739
H 2.2894 3.7734 -1.8538 0.0 0.0 0.0 0.2774
H 1.1083 2.7310 -2.6299 0.0 0.0 0.0 0.2417
H 2.6386 2.0669 -2.0660 0.0 0.0 0.0 0.2468
H 4.0928 1.8248 1.2568 0.0 0.0 0.0 0.2584
H 3.8766 2.8095 -0.1816 0.0 0.0 0.0 0.2693
H 3.8475 1.0686 -0.3201 0.0 0.1 0.0 0.2429
H 2.7697 1.7318 3.4992 0.0 0.0 0.0 0.2784
H 3.1379 0.3773 2.4391 0.0 0.0 0.0 0.2429
H 1.7225 0.3262 3.4874 0.0 0.0 0.0 0.2465
H -1.2232 2.4674 3.6790 0.0 0.0 0.0 0.2566
H 0.4673 2.3889 4.1451 0.0 0.0 0.0 0.2713
H -0.4107 0.9078 3.8619 0.0 0.0 0.0 0.2432
H -2.1269 3.9606 1.7302 0.0 0.0 0.0 0.2772
H -2.5350 2.2902 2.0897 0.0 0.0 0.0 0.2417
H -2.6815 2.9035 0.4458 0.0 0.0 0.0 0.2458
H -0.2706 4.1154 -1.9623 0.0 0.0 0.0 0.2559
H -1.2098 4.6373 -0.5748 0.0 0.0 0.0 0.2741
H -1.7586 3.2719 -1.5138 0.0 0.1 0.0 0.2444



Entry 2:
69
Properties=species:S:1:pos:R:3:forces:R:3:nbo_charge:R:1 method="wB97M-V/def2-TZVPD" spin_multiplicity=1 smiles="NC[C@@](S)(COO)OC(=O)I.c1cc[nH]c1.c1cc[nH]c1.c1cc[nH]c1.c1cc[nH]c1.c1cc[nH]c1" homo_ev=-8.3 homo_lumo_gap_ev=8.08
N -1.1693 1.1213 1.7852 -0.1 0.0 -0.5 -0.8381
C -1.7323 0.4014 0.6508 -0.2 -0.1 0.7 -0.2610
C -2.2226 -1.0621 0.9057 -0.7 0.8 0.2 0.1074
S -2.7943 -1.3840 2.6184 -0.2 -0.3 0.1 -0.0237
C -3.4865 -1.2683 0.0682 0.2 -0.9 0.3 -0.1250
O -4.0822 -2.5020 0.4676 0.8 -0.1 -0.1 -0.2712
O -5.3952 -2.2850 0.8794 -1.4 0.1 -0.2 -0.4275
O -1.3013 -2.0492 0.4275 0.0 0.2 -0.7 -0.5468
C -0.0523 -1.9129 0.8589 -0.7 -0.3 -4.0 0.7231
O 0.3133 -1.9288 1.9365 1.5 0.2 4.7 -0.5285
I 1.4031 -1.6883 -0.7171 -0.8 0.0 0.1 0.0382
H -0.4906 0.5524 2.2717 0.1 0.1 0.2 0.3722
H -1.9338 1.3679 2.3972 0.1 -0.2 0.4 0.3627
H -1.0766 0.4556 -0.2070 0.4 -0.3 -0.2 0.2257
H -2.6202 0.9485 0.3673 -0.3 0.1 -0.2 0.1978
H -1.9347 -0.7011 3.3917 0.1 0.0 -0.4 0.1306
H -4.1975 -0.4865 0.2727 -0.1 0.4 -0.1 0.2068
H -3.2348 -1.3315 -0.9863 0.1 0.1 -0.3 0.2288
H -5.3559 -1.7308 1.6742 0.4 -0.2 0.2 0.4521
C -2.4490 -3.2952 -3.1123 0.0 0.0 0.1 -0.3050
C -1.8963 -2.1283 -3.7066 0.0 0.1 0.1 -0.3212
C -2.8398 -1.6161 -4.5571 -0.1 0.0 0.0 -0.0797
N -3.9380 -2.4301 -4.5021 0.0 0.0 0.1 -0.5046
C -3.7101 -3.4526 -3.6216 -0.1 0.0 0.0 -0.0751
H -1.9751 -3.9426 -2.3932 0.0 0.0 0.0 0.2255
H -0.9182 -1.7125 -3.5278 0.0 0.0 0.0 0.2230
H -2.8247 -0.7477 -5.1933 0.0 0.0 0.0 0.2114
H -4.7825 -2.2975 -5.0272 0.0 0.0 0.0 0.4125
H -4.4612 -4.2007 -3.4349 0.0 0.0 0.0 0.2148
C 5.1499 -2.6615 -3.0814 0.0 0.0 0.0 -0.2940
C 6.4747 -3.1397 -2.8984 0.0 0.0 0.0 -0.3090
C 6.6764 -3.2775 -1.5508 0.0 0.0 0.0 -0.0710
N 5.5279 -2.8992 -0.9126 0.0 0.0 0.0 -0.5063
C 4.5918 -2.5266 -1.8384 0.0 0.1 0.0 -0.0767
H 4.6633 -2.4434 -4.0175 0.0 0.0 0.0 0.2193
H 7.1961 -3.3574 -3.6679 0.0 0.0 0.0 0.2215
H 7.5348 -3.6101 -0.9931 0.0 0.0 0.0 0.2122
H 5.3942 -2.8954 0.0826 0.0 0.0 0.0 0.4139
H 3.6102 -2.1964 -1.5281 0.7 -0.2 -0.2 0.1787
C -5.9347 4.0414 -1.8333 0.0 0.0 0.0 -0.3035
C -5.0550 3.3719 -2.7267 0.0 0.0 0.0 -0.2897
C -4.0478 2.8278 -1.9776 0.1 0.0 0.0 -0.0841
N -4.2836 3.1450 -0.6662 -0.1 -0.1 0.0 -0.5128
C -5.4341 3.8815 -0.5702 0.0 0.0 0.1 -0.0774
H -6.8324 4.5779 -2.0902 0.0 0.0 0.0 0.2241
H -5.1519 3.2995 -3.7969 0.0 0.0 0.0 0.2212
H -3.1869 2.2460 -2.2620 0.0 0.0 0.0 0.2107
H -3.7022 2.8806 0.1063 0.0 0.1 0.0 0.4010
H -5.7936 4.2265 0.3842 0.0 0.0 0.0 0.2111
C 6.4453 -2.0329 4.5484 0.0 0.0 0.0 -0.3079
C 7.0078 -0.8584 3.9790 0.0 0.0 0.0 -0.2942
C 6.0884 -0.3484 3.1028 0.0 0.0 -0.1 -0.0819
N 4.9939 -1.1707 3.1181 0.0 0.0 0.0 -0.5127
C 5.2022 -2.1975 3.9998 0.0 0.0 -0.1 -0.0823
H 6.9014 -2.6809 5.2778 0.0 0.0 0.0 0.2224
H 7.9762 -0.4370 4.1899 0.0 0.0 0.0 0.2209
H 6.1175 0.5235 2.4719 0.0 0.0 0.0 0.2129
H 4.1654 -1.0404 2.5679 0.0 0.0 0.0 0.4116
H 4.4510 -2.9524 4.1584 0.0 0.0 0.0 0.2115
C 1.5307 5.3719 1.9604 0.0 0.0 0.0 -0.3106
C 0.3997 5.9977 1.3752 0.0 0.0 0.0 -0.2957
C -0.6402 5.1078 1.4497 0.0 -0.1 0.0 -0.0870
N -0.1809 3.9695 2.0517 -0.1 0.3 0.2 -0.5116
C 1.1384 4.1238 2.3700 0.0 -0.1 0.0 -0.0795
H 2.5180 5.7891 2.0688 0.0 0.0 0.0 0.2202
H 0.3541 6.9860 0.9492 0.0 0.0 0.0 0.2187
H -1.6642 5.1882 1.1244 0.0 0.0 0.0 0.2029
H -0.7282 3.1422 2.2305 0.3 0.0 -0.3 0.4234
H 1.6854 3.3347 2.8579 0.0 0.0 0.0 0.2047



Entry 3:
71
Properties=species:S:1:pos:R:3:forces:R:3:mulliken_charge:R:1 method="wB97M-V/def2-TZVPD" spin_multiplicity=1 de_lowest_kj_mol=72.7 total_charge=-2 homo_ev=-1.0 homo_lumo_gap_ev=4.98
Ir -0.1755 0.1843 0.1338 0.0 -0.3 -0.3 2.9562
C 1.7041 0.8078 3.5898 0.0 0.0 0.0 -1.1801
Si 1.3280 -0.9581 3.0594 0.0 -0.1 -0.1 0.0397
C 0.4156 -1.6100 4.6039 0.0 0.1 0.0 -1.2763
C 3.0515 -1.7192 2.9419 0.0 0.0 0.0 -1.2043
N 0.4059 -1.1821 1.6194 0.0 -0.3 0.1 0.4087
C 0.3190 -2.4994 1.1451 -0.1 -0.1 -0.2 0.5936
C 0.6159 -3.6407 1.9002 -0.1 0.1 -0.1 -0.8270
C 0.5259 -4.9334 1.3871 0.0 -0.1 0.1 -1.3356
C 0.1078 -5.1125 0.0870 0.0 0.0 -0.1 -1.2373
C -0.2228 -4.0043 -0.6868 0.1 0.0 0.0 -0.6504
C -0.1329 -2.6918 -0.2061 0.0 0.3 0.4 1.1305
N -0.4817 -1.5588 -0.9283 0.4 -0.1 -0.3 0.7120
Si -0.9857 -1.7838 -2.5793 -0.2 0.0 0.2 0.1304
C -2.5767 -2.8315 -2.6373 0.0 0.0 0.0 -1.2374
C -1.5392 -0.2536 -3.5144 0.1 0.1 0.1 -1.1716
C 0.3566 -2.5460 -3.6570 0.0 0.0 0.0 -0.9843
H 2.2852 0.7208 4.5137 0.0 0.0 0.0 0.5477
H 0.8139 1.3945 3.8132 0.1 -0.1 0.1 0.2797
H 2.3104 1.3406 2.8556 0.0 0.0 0.1 0.1807
H 1.0329 -1.4884 5.5013 0.0 0.0 0.0 0.3874
H 0.1093 -2.6528 4.5419 0.0 0.0 0.0 0.3860
H -0.4923 -1.0124 4.7415 0.0 0.0 0.0 0.2798
H 3.6330 -1.4908 3.8417 0.0 0.0 0.0 0.3605
H 3.5497 -1.2558 2.0848 0.0 0.0 0.0 0.3102
H 3.0625 -2.7966 2.7856 0.0 0.0 0.0 0.3695
H 0.9400 -3.5354 2.9228 0.0 0.0 0.1 0.2893
H 0.7877 -5.7791 2.0145 0.0 0.0 0.0 0.3440
H 0.0340 -6.1054 -0.3444 0.0 0.0 0.0 0.3513
H -0.5464 -4.1852 -1.7005 0.0 0.0 0.0 0.2230
H -3.3130 -2.3655 -1.9744 0.0 0.0 0.0 0.2678
H -2.4697 -3.8694 -2.3228 0.0 0.0 0.0 0.3873
H -2.9868 -2.8259 -3.6529 0.0 0.0 0.0 0.3791
H -2.2371 0.3704 -2.9541 0.0 0.0 0.0 0.2830
H -2.0561 -0.6278 -4.4054 0.0 0.0 0.0 0.4368
H -0.7061 0.3705 -3.8301 0.0 0.1 0.0 0.2902
H 0.5598 -3.5986 -3.4550 0.0 0.0 0.0 0.3404
H 1.2787 -1.9811 -3.4910 0.0 0.0 0.0 0.2272
H 0.0826 -2.4449 -4.7128 0.0 0.0 0.0 0.3064
N 0.0850 2.3322 -2.0763 -0.7 0.6 0.0 -0.9446
C -0.2958 1.5334 -1.3203 0.3 -0.4 0.0 -0.7002
H 1.5648 2.5665 -2.0871 2.2 -2.0 -0.3 0.3623
C -1.6964 1.9573 3.0275 0.0 -0.1 0.0 -1.0343
C -0.5093 2.4682 2.2920 -0.1 0.0 -0.1 0.0197
N 0.1744 1.9203 1.3066 0.1 0.2 0.1 0.4872
C 1.2425 2.7619 1.0468 -0.1 0.1 -0.2 -0.4730
C 1.1904 3.8314 1.8737 0.0 -0.1 0.0 -0.5520
N 0.0778 3.6310 2.6631 0.0 0.0 -0.1 0.1030
H -1.9366 0.9455 2.7192 0.1 0.0 0.0 -0.1020
H -2.5737 2.5823 2.8463 0.0 0.0 0.0 0.4144
H -1.4868 1.9488 4.1006 0.0 0.0 0.0 0.4343
H 1.9519 2.5471 0.2688 0.0 -0.1 0.0 0.2257
H 1.8359 4.6842 1.9787 0.0 0.0 0.0 0.4269
H -0.2756 4.2415 3.3751 0.0 0.0 0.1 0.1821
O 2.6434 2.1943 -2.1420 -1.6 1.3 0.3 -0.6243
Se 3.0546 0.5856 -1.6366 -0.6 0.4 0.0 1.0214
O 4.5473 0.7619 -1.0602 0.1 -0.1 0.0 -0.7340
O 2.0366 0.1622 -0.4083 0.0 0.2 0.3 -0.5986
O 2.8825 -0.3613 -2.9279 0.1 0.0 0.0 -0.7072
N -7.4458 -0.3755 1.5243 -0.1 0.0 0.0 -0.6837
C -6.3181 -0.2969 1.2979 0.0 -0.1 0.0 -0.1549
C -4.9178 -0.1999 1.0209 0.0 0.1 0.0 0.4975
C -4.4370 0.7792 0.1489 0.0 -0.1 0.0 -1.0056
C -3.0809 0.8775 -0.0997 0.2 0.1 0.1 -0.1597
C -2.1223 0.0345 0.5097 -0.3 0.2 0.1 -0.7313
C -2.6563 -0.9609 1.3624 0.2 0.0 -0.1 0.2296
C -4.0072 -1.0741 1.6210 0.0 0.0 -0.1 -0.8913
H -5.1331 1.4514 -0.3393 0.0 0.0 0.0 0.4160
H -2.7383 1.6466 -0.7808 0.0 0.0 0.0 0.3940
H -1.9701 -1.6530 1.8334 0.0 0.0 0.0 0.3460
H -4.3710 -1.8541 2.2797 0.0 0.0 0.0 0.4428



Entry 4:
68
Properties=species:S:1:pos:R:3:forces:R:3:nbo_charge:R:1 method="wB97M-V/def2-TZVPD" spin_multiplicity=6 de_lowest_kj_mol=0.0 total_charge=+1 homo_ev="-11.0 / -11.3" homo_lumo_gap_ev="7.35 / 7.53"
Mn -0.1252 -0.2286 0.0313 0.2 0.1 0.4 1.4610
C 1.0614 2.2233 2.8956 0.0 -0.1 0.1 -0.6371
C 1.3374 2.3905 1.4095 0.1 0.0 0.1 0.2764
C 2.6124 3.1857 1.1799 0.1 -0.1 0.0 -0.6358
C 0.1533 3.0341 0.7119 0.0 0.0 -0.1 -0.6249
O 1.4707 1.0655 0.7996 -0.4 0.2 0.0 -1.0227
Si 2.7362 -0.0640 0.7809 -0.4 -0.5 -0.7 2.2150
S 1.6552 -1.6504 -0.1198 0.7 -0.3 -0.1 -0.9169
O 4.0312 0.4394 -0.0375 0.0 0.2 0.1 -0.9756
C 4.3920 0.5952 -1.4334 0.1 0.0 0.1 0.2846
C 5.4832 1.6524 -1.4423 0.1 0.0 0.0 -0.6170
C 3.2015 1.0511 -2.2615 -0.1 0.0 0.0 -0.6427
C 4.9202 -0.7384 -1.9336 0.1 -0.1 0.0 -0.6331
O 3.1177 -0.2909 2.3335 0.0 0.1 0.3 -0.9884
C 4.2834 -0.8742 2.9769 0.0 0.0 -0.2 0.2843
C 3.8214 -1.2892 4.3601 -0.1 0.0 0.1 -0.6189
C 4.7512 -2.0786 2.1710 0.0 0.0 -0.1 -0.6439
C 5.3631 0.1952 3.0539 0.0 0.1 -0.1 -0.6337
H 1.0110 3.2008 3.3787 0.0 0.0 0.0 0.2273
H 1.8548 1.6382 3.3645 0.0 0.1 0.0 0.2384
H 0.1085 1.7108 3.0554 0.0 0.0 0.0 0.2009
H 2.5239 4.1648 1.6538 0.0 0.0 0.0 0.2288
H 2.7987 3.3322 0.1161 0.0 0.0 0.0 0.2180
H 3.4747 2.6715 1.6143 -0.1 0.1 0.0 0.2308
H -0.0636 4.0179 1.1295 0.0 0.0 0.0 0.2396
H -0.7427 2.4190 0.8468 -0.1 0.0 0.0 0.1871
H 0.3548 3.1465 -0.3556 0.0 0.0 0.0 0.2188
H 5.1027 2.5999 -1.0525 0.0 -0.1 0.0 0.2103
H 5.8436 1.8127 -2.4603 0.0 0.0 0.0 0.2180
H 6.3227 1.3322 -0.8222 0.0 0.0 0.0 0.2199
H 2.8188 2.0063 -1.8975 0.0 0.0 0.0 0.2041
H 2.4039 0.3075 -2.2351 0.0 0.0 0.0 0.2147
H 3.5126 1.1815 -3.2999 0.0 0.0 0.0 0.2287
H 5.7599 -1.0609 -1.3143 0.0 0.0 0.0 0.2168
H 5.2696 -0.6395 -2.9639 0.0 0.0 0.1 0.2197
H 4.1416 -1.5021 -1.8972 0.0 0.0 0.0 0.2276
H 3.0683 -2.0792 4.2886 0.0 0.1 0.0 0.2085
H 3.3925 -0.4325 4.8866 0.0 -0.1 0.0 0.2121
H 4.6636 -1.6678 4.9435 -0.1 0.0 0.0 0.2238
H 3.9513 -2.8181 2.0854 0.0 0.0 0.0 0.2234
H 5.6091 -2.5463 2.6576 0.0 0.0 0.0 0.2271
H 5.0542 -1.7742 1.1642 0.0 0.0 0.1 0.2218
H 5.0081 1.0517 3.6332 0.0 0.0 0.0 0.2115
H 5.6284 0.5340 2.0498 0.0 0.0 0.1 0.2270
H 6.2586 -0.2017 3.5366 0.0 0.0 0.0 0.2217
Se -6.9721 -1.4448 3.3817 -0.5 -0.1 0.3 1.0075
N -5.3150 -1.4904 4.0029 0.0 0.0 -0.1 -0.5898
C -4.5378 -1.2075 2.9944 0.3 0.1 -0.2 0.1029
C -3.0796 -1.1556 3.0871 -0.2 0.0 0.0 -0.0978
C -2.3778 -1.4069 4.2687 -0.1 0.0 0.1 -0.0920
C -1.0029 -1.3632 4.2585 0.1 0.0 0.0 -0.2324
C -0.3495 -1.0616 3.0666 0.1 -0.1 0.0 0.0850
N -1.0146 -0.8029 1.9493 0.0 0.2 -0.1 -0.5691
C -2.3542 -0.8487 1.9445 0.0 0.0 -0.2 0.2458
C -3.0237 -0.5667 0.6579 0.1 0.0 0.1 0.1700
N -2.2454 -0.2626 -0.4010 0.1 0.1 0.0 -0.5807
C -2.8211 -0.0091 -1.5737 0.1 0.0 0.0 0.0804
C -4.1942 -0.0401 -1.7612 0.0 0.0 -0.1 -0.2339
C -4.9962 -0.3450 -0.6881 -0.1 -0.1 0.1 -0.0815
C -4.4077 -0.6174 0.5481 -0.2 0.0 0.1 -0.0945
C -5.1915 -0.9480 1.7368 0.3 0.0 -0.1 0.1679
N -6.4940 -1.0225 1.7315 0.1 0.0 0.0 -0.6071
H -2.9339 -1.6377 5.1695 0.0 0.0 0.0 0.2523
H -0.4265 -1.5613 5.1525 0.0 0.0 0.0 0.2459
H 0.7336 -1.0333 2.9967 0.0 0.0 0.0 0.2460
H -2.1580 0.2213 -2.3959 0.0 0.0 0.0 0.2135
H -4.6112 0.1737 -2.7360 0.0 0.0 0.0 0.2492
H -6.0750 -0.3825 -0.7755 0.0 0.0 0.0 0.2552